Molecular formula: C5H6ClO2S
Method: DFT, ωB97M-V/def2-TZVPD

Element x y z (Å)
H 1.7103 -0.2011 -1.6541
H -1.8923 1.9641 -0.1928
Cl 4.9289 0.3966 0.0584
C -0.7717 0.4451 0.6615
C 0.3200 -0.1248 0.4505
O -4.3609 0.7772 -0.7827
C 1.4825 -0.7839 0.3947
H 3.4069 -0.2089 -0.3918
H -2.4621 1.4427 1.3357
H 2.7810 -1.6210 -1.1884
C -1.9067 1.1584 0.4168
O -3.7422 -0.9227 0.8252
S -3.3276 -0.1437 -0.3848
H 1.4945 -1.4305 1.2565
C 2.3394 -0.7474 -0.8048

Net charge = -1
Energy relative to the best compared isomer or geometry (same formula, charge and spin) = 4.424 eV
HOMO-LUMO gap (alpha / beta) = 6.125 / 6.132 eV



Molecular formula: C20H16AuN2O4Te
Method: DFT, ωB97M-V/def2-TZVPD

Element x y z (Å)
C -0.4323 0.7650 -4.2339
C -2.0112 -0.6618 0.8193
N -0.5629 5.4887 3.6015
H -4.4227 -1.2459 3.1045
H 1.6482 -3.1605 3.2467
C 3.9815 -1.8496 0.2462
C -0.3022 0.6458 -1.4990
C -3.8865 -1.2708 2.1657
C 0.0948 -0.4677 -2.2342
C -0.5240 4.5145 3.0089
H 0.3332 -1.2437 -4.2151
O 0.1309 -0.6111 2.6264
C -2.6677 -0.6314 2.0587
H 4.8631 -2.4588 0.0916
H -2.0341 -1.3419 -1.2460
H -0.5993 6.3531 4.1246
O 0.9754 -2.4749 3.3806
C 2.6446 0.0635 -0.2729
C -4.4192 -1.9507 1.0719
C -0.8266 1.8624 -3.4793
H -0.4857 0.8112 -5.3136
O 1.7703 2.2550 -0.2990
H 4.5217 -0.3439 -1.2036
C 0.0321 -0.3934 -3.6180
C 3.0584 -2.1859 1.2326
C -0.7532 1.8181 -2.0929
Te -0.3735 0.5697 0.5832
H -1.0367 2.6867 -1.5093
H -2.2490 -0.1198 2.9142
H 0.4302 -1.3830 -1.7589
C 1.9352 -1.4008 1.3886
C 3.7881 -0.6903 -0.4882
H -1.1833 2.7600 -3.9664
N 1.7115 -0.3302 0.6062
H 3.2451 -3.0399 1.8705
C 2.4897 1.4541 -0.8445
Au -0.4554 2.7860 1.9579
H 3.2045 2.5714 -2.1981
H -4.1761 -2.5071 -0.9901
C -2.5345 -1.3353 -0.2896
H -5.3699 -2.4581 1.1720
C 0.9503 -1.5121 2.5190
O 3.2458 1.6466 -1.8923
C -3.7489 -1.9830 -0.1461

Net charge = +3
Energy relative to the best compared isomer or geometry (same formula, charge and spin) = 0.000 eV
HOMO-LUMO gap = 6.904 eV



Molecular formula: C3H3NO2
Method: DFT, ωB97M-V/def2-TZVPD

Element x y z (Å)
H 2.2549 -0.8094 0.1335
N -1.3478 -0.8116 -0.0108
H 0.0187 2.1974 -0.0033
C -1.4764 0.4988 0.0281
C -0.2299 1.1554 -0.0052
O 1.9834 0.1287 -0.0094
H -2.4987 0.8972 -0.0133
C 0.6448 0.1308 -0.0115
O 0.0201 -1.0430 -0.0044

Net charge = 0
Energy relative to the best compared isomer or geometry (same formula, charge and spin) = 2.171 eV
HOMO-LUMO gap = 9.948 eV



Molecular formula: C27H72FeO35P2S9
Method: DFT, ωB97M-V/def2-TZVPD

Element x y z (Å)
O -4.3830 -0.8533 -28.3399
H -0.8412 -5.0470 -36.6327
H 2.8560 2.6938 -23.4566
O 3.5605 -1.2276 -24.4656
H 4.9812 -3.7189 -33.1352
H 3.0503 2.5909 -26.0687
C 2.3691 -8.2579 -31.2309
S 3.1242 -0.0429 -25.1766
O 1.8532 -2.9975 -31.0291
S -2.9954 -1.0884 -27.4507
O 3.1896 2.6414 -31.6415
O 2.1794 -4.1491 -29.1594
O 6.8072 -2.8551 -34.9842
H -1.6543 -3.4019 -38.2981
O 4.3030 1.1227 -25.2494
O 0.8352 1.8321 -32.3128
H 4.6421 -3.6021 -27.2514
H -4.0075 -2.2868 -29.7180
H 2.6500 0.2644 -27.5824
H 4.1079 -2.2942 -32.6246
O 3.6145 -6.2531 -31.6526
H 5.8654 -2.3794 -32.2967
H 1.6449 -8.5960 -30.4897
H 8.5977 -4.5284 -36.1107
O 6.5092 -3.9800 -26.8456
H 7.9252 -1.1364 -28.5261
C 6.0143 0.8290 -29.8216
S 1.9554 2.0337 -31.1020
H -0.4191 -2.4497 -26.1619
H 1.6946 -2.2074 -23.0389
O 7.5223 -1.8628 -25.8315
H 0.4854 -4.6193 -21.5179
C 7.7593 -4.9637 -35.5670
H 4.4600 -5.2874 -28.9494
O -1.1580 -3.0194 -30.6315
C -5.9233 -1.4346 -30.0850
S 7.7423 -2.8277 -26.8833
C 5.0718 -2.6415 -32.9964
H 4.5651 3.1669 -23.4679
H 6.1975 -3.9773 -36.6117
H 1.2420 -2.3631 -25.5259
H 5.7705 0.8907 -30.8821
O 1.3167 2.6088 -29.9300
H 5.3294 0.1220 -29.3533
O -2.8975 -0.0920 -26.4065
H -6.8267 -1.0583 -29.6051
H 0.1369 -3.0017 -21.0201
C 2.5077 -6.8003 -30.8915
O 1.0622 -5.4395 -24.8203
C -0.1796 -4.1990 -36.8096
H -0.0963 -2.6618 -38.1506
S 0.0390 -4.3773 -24.8545
H -5.5899 -0.5188 -30.5732
P 2.6138 -2.7541 -29.7029
C 0.4898 3.0585 -32.9616
C 0.5118 -3.0000 -26.0251
H 7.0836 0.6423 -29.7226
H 1.1050 -3.3924 -26.8511
H -6.2638 -2.2301 -30.7479
H 1.9891 -3.9203 -23.1925
H 3.8201 -4.3813 -24.9091
H 0.3824 2.8094 -34.0173
H 3.3786 4.2418 -24.1717
S 1.9164 -5.3156 -35.5855
H 0.9205 -3.6276 -34.1357
P -1.6391 -4.2821 -30.0011
H 6.3229 -1.6339 -28.3307
O 6.3375 1.7611 -27.4743
O 0.9120 -6.3023 -35.2405
H 2.8225 -0.1440 -31.5886
C -4.8323 -1.9169 -29.1089
H 1.3127 3.7600 -32.8240
H 2.0825 -8.3569 -32.2779
H 2.7431 -1.4409 -27.1126
H -5.2701 -2.6735 -28.4578
H 2.6072 -3.1943 -34.5230
C 3.2158 -0.4650 -27.0027
S 5.7030 2.4316 -28.8782
O 4.0415 -2.1345 -29.4743
H 3.2195 -8.8999 -31.0011
H 5.4253 -4.3034 -24.4276
C 4.8222 -4.5627 -25.2977
C -0.8352 3.3382 -32.2935
O 4.4731 -2.1556 -35.5782
O -3.1247 -4.6638 -29.6634
C 5.1245 -4.9668 -29.7518
C 5.2540 -3.5360 -26.3518
O 6.5534 3.5014 -29.4727
H 2.7972 -6.7313 -29.8429
H 6.1829 -4.8662 -29.5111
H -1.5433 0.4416 -28.6896
H 2.2541 -4.3813 -33.2806
H -0.6836 3.6259 -31.2531
H 8.3414 2.1943 -28.1472
H 7.9620 -5.3064 -34.5523
H -2.2032 -0.9143 -29.7016
C 3.8820 2.4540 -25.3776
O 5.9698 -0.4687 -34.4912
O 4.2221 2.5015 -28.6908
C -0.6062 -3.6237 -38.0973
O 1.3093 -2.1213 -29.0862
H 8.1381 1.0039 -26.8604
O -1.3220 -4.7759 -25.1548
S 5.1354 -6.3569 -31.0705
H 4.6863 2.9472 -25.9234
H 7.3407 2.5203 -25.3643
C 7.8783 2.9734 -26.1973
O 6.1203 -5.8753 -31.9912
C 6.5177 -4.1174 -35.5793
H 2.8022 0.0868 -29.8958
Fe 0.4889 -3.6180 -29.9210
H 7.5755 3.9598 -26.5486
C 7.3173 -2.0411 -28.5138
C 1.9348 -4.0089 -34.2540
C 1.2396 -3.1873 -22.8943
H 5.0827 -5.5604 -25.6511
H -0.3851 -3.4286 -36.0664
H 5.2227 -2.5336 -25.9247
S 5.5305 -1.8754 -34.6006
H -0.1744 -4.2162 -38.9039
O 8.9981 -3.5723 -27.0893
H 7.4794 -5.9328 -35.9802
O 5.3068 -7.6879 -30.5100
H -1.5371 2.5058 -32.3441
H 1.2497 -0.1691 -30.5145
O 1.2484 -4.4869 -36.8308
H -1.3922 4.1278 -32.7978
O 0.0038 -3.3943 -23.5568
C -1.7526 -0.6263 -28.7518
O 3.3454 -5.6060 -35.8118
C 7.7602 1.9453 -27.2593
C 3.6346 3.1911 -24.0351
H 8.9032 3.1119 -25.8529
H 4.2450 -0.3617 -27.3464
C 2.2076 0.2719 -30.7904
H 1.7357 -3.6783 -20.8048
H -0.8493 -1.1735 -28.4823
H 7.4694 -2.6433 -29.4095
O -0.4345 -5.0961 -30.4659
O -2.8422 -2.5356 -27.2697
H 1.5103 -6.3805 -31.0227
O 1.8283 0.5773 -24.9099
C 0.9008 -3.6116 -21.5023
H 4.8829 -4.0547 -30.2975
H 5.8583 -4.7018 -34.9376
O -0.9362 -3.9970 -28.6766

Spin multiplicity = 7
Net charge = -2
Expectation value of S² = 12.015
HOMO-LUMO gap (alpha / beta) = 7.340 / 6.004 eV



Which of these has the lowest net charge? C27H72FeO35P2S9



Among the records above, which one has the highest net charge? C20H16AuN2O4Te



Repeat the first record exactly.
Molecular formula: C5H6ClO2S
Method: DFT, ωB97M-V/def2-TZVPD

Element x y z (Å)
H 1.7103 -0.2011 -1.6541
H -1.8923 1.9641 -0.1928
Cl 4.9289 0.3966 0.0584
C -0.7717 0.4451 0.6615
C 0.3200 -0.1248 0.4505
O -4.3609 0.7772 -0.7827
C 1.4825 -0.7839 0.3947
H 3.4069 -0.2089 -0.3918
H -2.4621 1.4427 1.3357
H 2.7810 -1.6210 -1.1884
C -1.9067 1.1584 0.4168
O -3.7422 -0.9227 0.8252
S -3.3276 -0.1437 -0.3848
H 1.4945 -1.4305 1.2565
C 2.3394 -0.7474 -0.8048

Net charge = -1
Energy relative to the best compared isomer or geometry (same formula, charge and spin) = 4.424 eV
HOMO-LUMO gap (alpha / beta) = 6.125 / 6.132 eV